C22H28AlBBr2F3IKO21 | ωB97M-V/def2-TZVPD

Summary:
- LUMO: -2.195 eV
- Charge: -1
- Orbital gap: 0.06007 Eh
- Calculated total energy: -9047.17876 hartree

Each line ends with the Mulliken charge.
Positions of all 80 atoms, in Å:
1 K -0.81 2.23 -3.49  1.029
2 H -0.69 -2.31 -2.19  0.310
3 H 2.68 4.37 -1.63  0.074
4 C 1.00 2.11 -0.84  0.175
5 Al -1.64 -9.52 -1.34  0.337
6 H 4.16 4.05 -2.57  0.402
7 H 0.25 -2.95 -5.05  0.412
8 H 1.59 -2.91 -4.11  0.413
9 C -0.70 -5.72 1.11  0.684
10 C -1.27 -6.69 2.31  0.013
11 F 1.09 1.53 1.50  0.091
12 H 0.41 6.20 -2.00  0.004
13 F 0.08 0.13 0.16  -0.526
14 C 0.89 6.84 -2.75  -0.716
15 H -2.37 -1.60 0.39  0.212
16 I 0.58 -6.45 -1.90  0.113
17 C 0.33 1.46 0.37  0.739
18 C -0.14 -2.60 -1.17  -0.638
19 O 2.32 1.76 -0.91  -0.210
20 C -3.52 4.53 -0.31  0.522
21 H 3.61 -1.05 2.16  0.060
22 O 3.99 -3.71 4.95  -0.319
23 C -1.24 -3.56 -0.36  0.633
24 C -2.29 5.27 -0.35  0.558
25 H 0.05 -1.59 -0.57  0.072
26 O -2.23 6.10 0.71  -0.654
27 C -3.70 6.40 3.66  0.595
28 H 0.57 -3.70 1.19  0.209
29 O -3.17 5.48 2.84  -0.467
30 F -0.87 2.02 0.69  -0.204
31 O -3.64 6.35 4.88  -0.632
32 C 4.61 -1.48 2.31  -0.407
33 O 1.71 5.04 -3.95  -0.725
34 C 3.53 3.69 -1.75  -0.952
35 H 3.37 -5.16 6.26  0.222
36 O 4.68 -2.14 3.57  -0.302
37 H 1.34 6.91 -4.82  0.270
38 O -4.24 4.89 0.76  -0.584
39 H 0.88 -3.16 -1.38  0.207
40 C -4.78 0.12 -1.64  0.827
41 H 4.11 3.72 -0.82  0.344
42 H 2.46 2.22 -2.95  0.194
43 H 0.25 -3.68 -3.59  0.304
44 O -5.00 -0.81 -0.86  -0.475
45 H 4.85 -2.18 1.50  0.285
46 Br 1.93 1.17 3.02  -0.406
47 C 3.14 -4.81 5.24  -0.598
48 C -2.60 -2.62 -0.14  -1.150
49 O -1.39 -6.26 3.57  -0.490
50 H -3.05 -2.48 -1.23  0.269
51 O 0.44 2.84 -1.66  -0.618
52 O 3.01 -3.56 2.88  -0.558
53 H 5.34 -0.68 2.31  0.211
54 O -1.42 5.17 -1.20  -0.555
55 O -3.64 0.03 -2.10  -0.468
56 C -0.71 -8.26 0.58  0.716
57 O -4.21 7.16 1.58  -0.493
58 H 1.88 7.13 -2.38  0.292
59 O -1.60 -8.01 1.73  -0.229
60 O 0.60 -2.93 -4.13  -0.313
61 H 3.33 -5.64 4.55  0.270
62 H 3.92 1.62 -2.17  0.277
63 Br 1.39 -9.61 -1.15  -0.464
64 O -4.91 8.41 3.33  -0.627
65 B -3.46 5.91 1.47  1.351
66 H 0.30 7.75 -2.84  0.401
67 H 2.09 -4.51 5.21  0.281
68 H -0.06 6.02 -4.45  0.151
69 C 0.98 6.13 -4.12  -0.367
70 O -3.88 3.69 -1.13  -0.648
71 C 3.05 2.27 -2.03  -0.041
72 H -3.42 -3.25 0.45  0.324
73 C -4.34 7.43 2.88  0.593
74 H -1.61 -4.47 -1.04  0.177
75 C -0.55 -4.08 1.03  -0.377
76 C -0.34 -6.75 0.08  -0.524
77 O -5.57 1.01 -1.91  -0.529
78 C 3.81 -3.18 3.72  0.792
79 H -1.17 -3.59 1.93  0.345
80 O -0.37 -9.47 0.09  -0.494